(1)
10
Properties=species:S:1:pos:R:3:forces:R:3 method="wB97M-V/def2-TZVPD" e_above_lowest_ev=1.550 fmax_ev_per_a=5.21 smiles=OCNNCl homo_ev=-9.31 homo_lumo_gap_ha=0.3754 charge=0
O -0.2955 -2.0012 -0.0013 -2.773 -1.558 -1.436
C -0.5796 -0.6879 0.0075 -0.249 2.846 -2.920
N 0.6954 0.0259 -0.2986 -0.327 3.221 4.079
N 0.8022 1.4742 0.2344 1.467 -3.121 -3.390
Cl -0.3487 2.6192 -0.2413 -1.046 0.276 -0.367
H 0.4379 -2.2968 0.4650 2.170 -0.099 1.595
H -1.1745 -0.2600 0.8501 0.966 -0.359 -0.142
H -1.1671 -0.4443 -0.9492 -0.106 -0.903 1.525
H 0.8388 0.1374 -1.2611 0.119 0.066 -1.545
H 0.7910 1.4336 1.1944 -0.222 -0.371 2.601

=====

(2)
14
Properties=species:S:1:pos:R:3:forces:R:3 method="wB97M-V/def2-TZVPD" e_above_lowest_ev=7.694 fmax_ev_per_a=5.60 smiles="C=C1CN1.C#CO" homo_ev=-8.36 homo_lumo_gap_ha=0.2985 charge=0
C -1.6910 -0.3825 -0.7907 1.620 0.276 0.552
C -0.6150 -0.0737 -0.0061 -3.269 3.072 -0.229
C -0.5601 0.5970 1.3035 0.141 -0.558 0.081
N 0.1475 1.1530 0.1275 0.225 0.204 0.406
H -2.5919 -0.8080 -0.3806 0.181 -0.623 0.095
H -1.7205 -0.0990 -1.8321 0.081 -0.013 -0.227
H -0.0200 0.0987 2.0979 0.673 0.393 -0.075
H -1.4049 1.1607 1.6793 -0.332 -0.199 -0.262
H -0.2012 2.0415 -0.2252 -0.751 -0.529 -0.078
C 2.3064 -0.2441 0.4078 -2.180 -2.966 -1.208
C 1.4329 -0.9283 -0.1665 5.202 1.754 1.126
O 1.2755 -1.6117 -1.2815 -1.900 -0.230 -1.031
H 3.1423 0.2786 0.7865 -0.175 0.384 0.673
H 0.5000 -1.1821 -1.7198 0.483 -0.963 0.179

=====

(3)
13
Properties=species:S:1:pos:R:3:forces:R:3 method="wB97M-V/def2-TZVPD" e_above_lowest_ev=5.394 fmax_ev_per_a=6.64 homo_ev="-8.07 / -8.42" homo_lumo_gap_ha="0.3069 / 0.3248" charge=0
C -1.0550 0.3332 0.8173 0.452 1.114 0.350
C -0.5283 -0.5917 -0.9646 2.266 1.934 -1.649
C -1.4337 0.7191 -0.6903 3.047 -5.040 3.073
C 0.2397 -0.5800 0.4601 -3.468 2.033 -2.650
C 1.6834 -0.1518 0.4986 -0.063 -2.860 0.387
H -0.8054 1.1822 1.4694 -0.446 -0.206 0.173
H -1.8963 -0.2640 1.1965 0.484 0.125 0.302
H -1.0826 -1.4463 -1.0652 -1.965 -2.124 0.222
H 0.0533 -0.6577 -1.9326 -0.029 0.547 0.929
H -1.3326 1.6585 -1.1252 0.298 1.449 -0.721
H 1.7346 0.6830 -0.1054 0.407 2.265 -1.162
H 2.3246 -0.9222 -0.0516 -0.809 0.801 0.929
H 2.0984 0.0378 1.4930 -0.176 -0.037 -0.184

=====

(4)
18
Properties=species:S:1:pos:R:3:forces:R:3 method="wB97M-V/def2-TZVPD" e_above_lowest_ev=11.298 fmax_ev_per_a=8.15 homo_ev=-9.00 homo_lumo_gap_ha=0.3293 charge=0
C -2.3583 1.2434 -0.3762 -1.156 2.910 -4.640
C -2.4879 0.1984 0.5354 2.873 -3.696 3.400
C -0.2606 -1.4760 -0.1748 -3.025 -0.289 -0.285
C 2.6045 0.2374 -0.7234 3.507 -7.359 0.051
C 2.7823 -0.3032 0.7183 2.203 -0.072 -1.470
H -0.8749 1.8484 -0.0224 -4.385 -1.095 -1.767
H -3.8147 2.0836 -0.1549 4.160 -1.514 -0.791
H -2.6304 0.4692 -1.6700 1.247 3.140 3.284
H -1.5786 0.2435 1.1908 -1.017 -0.044 0.065
H -3.3162 0.2288 1.1990 -0.901 -0.510 0.214
H 0.1902 -2.3767 -0.6823 -0.538 1.038 0.665
H 2.0801 1.0275 -0.6114 -3.021 5.947 -0.503
H 3.2629 -0.0857 -1.6427 -1.452 1.115 2.099
H 3.7011 -0.8928 1.0041 -1.333 0.106 -0.810
H 2.6796 0.4616 1.5081 -1.183 -0.547 -0.544
N 0.3988 -0.4686 0.2231 1.047 -1.640 -1.515
N 1.7600 -0.8998 -0.2063 1.560 1.781 2.236
S -2.1378 -1.5391 -0.1146 1.415 0.730 0.310

=====

(5)
6
Properties=species:S:1:pos:R:3:forces:R:3 method="wB97M-V/def2-TZVPD" e_above_lowest_ev=5.488 fmax_ev_per_a=3.72 homo_ev="-9.33 / -9.92" homo_lumo_gap_ha="0.3652 / 0.2401" s2=2.023 charge=0 multiplicity=3
C -1.1333 -0.4213 0.2647 0.599 -2.180 0.196
N -0.3914 -1.3185 0.2176 -1.210 -2.312 -0.198
O 1.3081 -0.0117 0.0440 1.954 -0.825 -3.025
O 0.8560 1.1823 0.0678 0.183 1.186 0.086
S -1.6611 1.0312 0.3084 -2.043 3.109 0.029
H 1.0216 -0.4619 -0.9026 0.517 1.022 2.912

=====

(6)
8
Properties=species:S:1:pos:R:3:forces:R:3 method="wB97M-V/def2-TZVPD" e_above_lowest_ev=4.021 fmax_ev_per_a=5.04 homo_ev=-4.63 homo_lumo_gap_ha=0.3112 charge=-1
C 1.2969 0.6280 0.2343 -2.981 -3.594 -1.898
C 0.4381 -0.5795 -0.0551 0.453 1.500 0.586
O 2.1057 1.1432 0.8989 1.524 1.968 1.276
O 0.8591 0.6008 -1.0199 1.153 0.487 -0.050
O -2.4811 -0.1553 -0.1179 2.895 -0.922 -1.446
Cl 1.7788 -1.9398 0.0131 -0.665 0.214 -0.502
H -1.2329 -0.2773 -0.3855 -3.195 0.150 2.087
H -2.7645 0.5798 0.4321 0.817 0.196 -0.053

=====

(7)
9
Properties=species:S:1:pos:R:3:forces:R:3 method="wB97M-V/def2-TZVPD" e_above_lowest_ev=3.109 fmax_ev_per_a=5.67 smiles=Oc1nnc(O)o1 homo_ev=-9.76 homo_lumo_gap_ha=0.3539 charge=0
O 1.2324 -1.7903 1.1040 -1.362 5.103 2.053
C 0.7783 -0.7007 0.3384 -2.078 -1.854 1.023
N 0.5376 -0.8249 -0.8687 -0.848 -0.428 -4.829
N -0.4491 0.1614 -1.3950 2.825 1.128 3.892
C -0.5723 0.9535 -0.3334 -0.248 -4.306 0.208
O -1.5228 1.8652 -0.1749 1.418 3.030 4.338
O 0.0282 0.3136 0.8704 0.119 1.861 -0.292
H 1.5870 -2.5136 0.6553 0.724 -1.304 -2.137
H -1.3448 2.5335 0.7641 -0.550 -3.230 -4.256